1.
The following is a quantum chemistry calculation of 2 unconnected molecules or ions with the total composition CN2O6S, from the OMol25 dataset.

```
! RIJCOSX wB97M-V def2-TZVPD def2/J DEFGRID3
* xyz -2 1
C -3.4257 0.0032 0.2820
N -2.2899 -0.0139 0.5594
N 3.0937 0.0823 0.1904
O 3.6588 -1.0049 -0.0521
O 2.0522 0.0554 0.8447
O -4.6095 0.0934 0.1468
O 3.5525 1.1079 -0.2542
O -0.4378 1.0838 -1.0236
O -0.4270 -1.3400 -1.0224
S -0.3768 -0.1088 -0.1689
*
```

Properties
gap between HOMO and LUMO = 0.2755 Ha
energy above the lowest of the compared OMol25 structures with the same formula, charge and spin = 10.2 kJ/mol
highest occupied orbital energy = -1.5 eV

Atomic partial charges in e from the Mulliken method, atoms 1 to 4:
1 C 0.51
2 N -0.48
3 N 1.00
4 O -0.68

---

2.
The following is a quantum chemistry calculation of a single C3H4O molecule, from the OMol25 dataset.

```
! RIJCOSX wB97M-V def2-TZVPD def2/J DEFGRID3
* xyz 0 1
C 1.8569 -0.3129 -0.0771
C 0.7088 0.0338 -0.1087
C -0.6723 0.4841 -0.0382
O -1.6138 -0.5684 -0.1943
H 2.8773 -0.6012 -0.1607
H -0.8223 0.9807 0.9128
H -0.8975 1.2045 -0.8454
H -1.4371 -1.2206 0.5115
*
```

Properties
gap between HOMO and LUMO = 0.4100 Ha
energy above the lowest of the compared OMol25 structures with the same formula, charge and spin = 117.1 kJ/mol
highest occupied orbital energy = -10.3 eV

Atomic partial charges in e from the Mulliken method, atoms 1 to 4:
1 C 0.16
2 C -0.35
3 C -0.53
4 O -0.52

---

3.
The following is a quantum chemistry calculation of 2 unconnected molecules or ions with the total composition C35H38N, from the OMol25 dataset.

```
! RIJCOSX wB97M-V def2-TZVPD def2/J DEFGRID3
* xyz 1 1
C -4.3228 -5.1038 2.0243
C -3.5239 -3.9111 1.6054
C -2.2842 -4.0783 0.9782
C -1.5834 -2.9825 0.4905
C -2.0785 -1.6555 0.6383
C -1.3938 -0.5273 0.0275
C -2.1078 0.6623 -0.2030
C -1.6008 1.7989 -0.8260
C -2.2917 3.0522 -0.8876
C -1.7437 4.1307 -1.6346
C -2.4148 5.3363 -1.7523
C -3.6517 5.5309 -1.1204
C -4.3637 6.8398 -1.2528
C -4.1988 4.4879 -0.3608
C -3.5313 3.2791 -0.2198
C -3.2930 -1.5049 1.3785
C -4.0060 -2.6134 1.8176
H -5.2973 -4.7899 2.4059
H -4.4846 -5.7774 1.1744
H -3.8204 -5.6869 2.8053
H -1.8769 -5.0841 0.8582
H -0.6403 -3.1325 -0.0453
H -0.5135 -0.7404 -0.5832
H -3.1726 0.6755 0.0533
H -0.6447 1.7253 -1.3559
H -0.7774 3.9830 -2.1188
H -1.9869 6.1491 -2.3412
H -5.3231 6.8088 -0.7282
H -3.7678 7.6592 -0.8302
H -4.5527 7.0909 -2.3044
H -5.1644 4.6447 0.1248
H -3.9583 2.4973 0.4106
H -3.6794 -0.5043 1.5876
H -4.9632 -2.4916 2.3304
C 2.3257 -1.6698 -4.7885
C 3.5346 -1.0551 -4.5042
C 3.9833 -0.9158 -3.1708
C 5.1769 -0.2191 -2.8736
C 5.6558 -0.1541 -1.5743
C 4.9557 -0.7959 -0.5346
C 3.7252 -1.3968 -0.7593
C 2.9525 -1.9919 0.4051
C 1.7794 -1.1084 0.8367
C 1.1193 -1.5423 2.1450
C 1.1159 -0.3613 3.1430
C 2.6070 0.0063 3.3896
C 3.2014 0.4829 2.0791
N 2.1783 0.2744 0.9205
C 1.0833 1.2069 1.1876
C 0.4196 0.8715 2.5104
C 3.2085 -1.4867 -2.0949
C 1.9726 -2.0932 -2.4201
C 1.5277 -2.1666 -3.7372
H 1.9907 -1.7659 -5.8202
H 4.1691 -0.6607 -5.2995
H 5.7172 0.2556 -3.6943
H 6.5790 0.3797 -1.3494
H 5.3783 -0.8109 0.4735
H 2.5340 -2.9675 0.1194
H 3.6161 -2.1449 1.2713
H 1.0392 -1.1471 0.0285
H 0.0995 -1.8678 1.9193
H 1.6673 -2.3952 2.5643
H 0.6186 -0.6551 4.0720
H 2.6848 0.8019 4.1379
H 3.1593 -0.8659 3.7603
H 3.3763 1.5665 2.1270
H 4.1487 -0.0140 1.8490
H 1.5334 2.2101 1.2284
H 0.3729 1.1641 0.3628
H -0.6450 0.6806 2.3494
H 0.5226 1.7379 3.1714
H 1.3675 -2.5321 -1.6235
H 0.5612 -2.6223 -3.9534
*
```

Properties
gap between HOMO and LUMO = 0.1584 Ha
energy above the lowest of the compared OMol25 structures with the same formula, charge and spin = 13.4 kJ/mol
highest occupied orbital energy = -9.8 eV

Atomic partial charges in e from the Mulliken method, atoms 1 to 4:
1 C -1.44
2 C 1.08
3 C -0.92
4 C 0.17

---

4.
The following is a quantum chemistry calculation of 2 unconnected molecules or ions with the total composition C3H9NOS, from the OMol25 dataset.

```
! RIJCOSX wB97M-V def2-TZVPD def2/J DEFGRID3
* xyz 0 1
N 2.4546 0.7743 -0.5213
S 2.4324 -0.9740 0.1786
H 3.2577 1.2149 -0.1222
H 1.5567 1.3755 -0.0826
H 2.1993 0.7525 -1.4999
C -2.0130 -1.1097 0.2440
C -0.6582 -0.5638 -0.0993
C -0.7356 0.9068 0.3636
O 0.1262 1.7536 0.3152
H -2.1294 -1.0350 1.2619
H -2.0108 -2.1112 -0.0778
H -2.6835 -0.6460 -0.3899
H -0.3071 -0.5794 -1.1926
H 0.1922 -0.9649 0.5922
H -1.6815 1.2063 1.0303
*
```

Properties
gap between HOMO and LUMO = 0.2953 Ha
energy above the lowest of the compared OMol25 structures with the same formula, charge and spin = 291.9 kJ/mol
highest occupied orbital energy = -7.5 eV

Atomic partial charges in e from the Mulliken method, atoms 1 to 4:
1 N -0.56
2 S -0.41
3 H 0.33
4 H 0.42

---

Number 1: largest force on an atom 2.70 eV Å⁻¹. Number 2: largest force on an atom 0.78 eV Å⁻¹. Number 3: largest force on an atom 2.94 eV Å⁻¹. Number 4: largest force on an atom 4.35 eV Å⁻¹.